Entry 1:
Here is the ion C2H5N2O2 with charge +1 at a distorted geometry from the OMol25 dataset. Energies are from ωB97M-V with the def2-TZVPD basis set.

Strongest force on any atom   0.0950 hartree/bohr
Net charge   +1
Lowest unoccupied orbital energy   -4.061 eV
Orbital gap   11.4 eV
SMILES   [NH2+]=C/N=C\OO
2S+1   1
Molar mass   89.07 g/mol

Cartesian coordinates (Å):
O 2.39209 -0.15226 -0.17673
O 1.95174 1.12355 0.13704
N 0.26778 -1.01773 0.09970
N -1.59520 0.19484 -0.38006
C -0.73387 -0.25347 0.46585
C 1.50348 -1.13089 -0.12299
H 1.90364 -2.08750 -0.35700
H -2.45584 0.44931 0.09566
H -1.40268 0.15175 -1.39070
H -0.82067 -0.08435 1.64345
H 2.73712 1.52147 0.34479

natural (NBO) population analysis, charges in e, atoms 1 to 8: atom 1 (O): -0.190, atom 2 (O): -0.392, atom 3 (N): -0.499, atom 4 (N): -0.692, atom 5 (C): 0.402, atom 6 (C): 0.497, atom 7 (H): 0.234, atom 8 (H): 0.444

=====

Entry 2:
Here is a structure of composition C2H5N2O5S2 at a distorted geometry from the OMol25 dataset. Energies are from ωB97M-V with the def2-TZVPD basis set.

Strongest force on any atom   0.0800 hartree/bohr
Net charge   +1
Lowest unoccupied orbital energy   -6.046 eV
Orbital gap   8.1 eV
2S+1   1
Molar mass   201.20 g/mol

Cartesian coordinates (Å):
S 0.57828 1.33804 -0.15744
S 3.13196 0.28575 0.21091
O -1.25311 -2.27056 1.00636
O 2.84021 1.40399 1.06408
O 4.19090 -0.58359 0.53435
O 3.06473 0.73559 -1.26712
O 1.83872 -0.78353 0.30952
N 0.65531 -0.16409 0.22541
N -1.90293 -0.11622 0.26282
C -1.44581 -1.18100 0.67606
C -3.23706 0.11107 -0.19962
H -1.20016 0.69669 0.23639
H -3.20452 0.64634 -1.18827
H -3.87159 0.67745 0.47234
H -3.77957 -0.96616 -0.27790
H 3.59465 0.17024 -1.90790

natural (NBO) population analysis, charges in e, atoms 1 to 8: atom 1 (S): 0.502, atom 2 (S): 2.502, atom 3 (O): -0.330, atom 4 (O): -0.859, atom 5 (O): -0.842, atom 6 (O): -0.872, atom 7 (O): -0.460, atom 8 (N): -0.296

=====

Entry 3:
Here is an isolated molecule of C2H5N2P at a distorted geometry from the OMol25 dataset. Energies are from ωB97M-V with the def2-TZVPD basis set.

Strongest force on any atom   0.0699 hartree/bohr
Lowest unoccupied orbital energy (spin up / spin down)   -0.107 / -0.106 eV
Orbital gap (spin up / spin down)   8.5 / 8.5 eV
SMILES   C=NN=[PH]=C
2S+1   1
Molar mass   88.05 g/mol

Cartesian coordinates (Å):
P 1.68928 0.86537 -0.19947
N 1.08568 -1.62478 0.11612
N 1.97024 -0.80517 0.15981
C -0.12828 -1.49615 -0.36249
C -0.03420 0.85836 0.06904
H 2.24599 1.24534 1.01489
H -0.46482 1.36984 0.88393
H -0.90413 -1.96496 0.18479
H -0.66640 1.06187 -0.82137
H -0.37486 -1.61567 -1.50416

natural (NBO) population analysis, charges in e, atoms 1 to 8: atom 1 (P): 0.700, atom 2 (N): -0.119, atom 3 (N): -0.326, atom 4 (C): -0.197, atom 5 (C): -0.886, atom 6 (H): -0.036, atom 7 (H): 0.216, atom 8 (H): 0.204

=====

Entry 4:
Here is the ion C2H5N2S3 with charge +1 at a distorted geometry from the OMol25 dataset. Energies are from ωB97M-V with the def2-TZVPD basis set.

Strongest force on any atom   0.0807 hartree/bohr
Net charge   +1
Lowest unoccupied orbital energy (spin up / spin down)   -6.003 / -6.003 eV
Orbital gap (spin up / spin down)   6.6 / 6.6 eV
SMILES   N/C=C(/S)S[NH+]=S
2S+1   1
Molar mass   153.28 g/mol

Cartesian coordinates (Å):
S 0.90902 2.68496 -0.47974
S 0.60465 -0.12298 -1.78094
S -1.80714 -1.04068 -0.31509
N 0.12249 -0.93145 1.07830
N -0.73910 -1.12495 -1.51299
C 0.58821 0.96430 -0.47386
C 0.25467 0.35236 0.76773
H -0.68885 -2.03371 -2.15990
H 0.79285 -1.63213 0.80163
H -0.31819 -1.16336 1.97328
H 0.45438 2.89741 0.65811
H -0.17299 1.15023 1.44347

natural (NBO) population analysis, charges in e, atoms 1 to 8: atom 1 (S): 0.197, atom 2 (S): 0.701, atom 3 (S): 0.462, atom 4 (N): -0.705, atom 5 (N): -0.885, atom 6 (C): -0.490, atom 7 (C): 0.034, atom 8 (H): 0.467

=====

Entry 5:
Here is the ion C2H5N2S3 with charge +1 at a distorted geometry from the OMol25 dataset. Energies are from ωB97M-V with the def2-TZVPD basis set.

Strongest force on any atom   0.0735 hartree/bohr
Net charge   +1
Lowest unoccupied orbital energy (spin up / spin down)   -6.777 / -6.899 eV
Orbital gap (spin up / spin down)   6.0 / 5.8 eV
SMILES   N/C=C(/S)S[NH+]=S
2S+1   1
Molar mass   153.28 g/mol

Cartesian coordinates (Å):
S 2.33204 -1.13911 -0.45028
S -0.68438 -1.56235 -0.32733
S -1.20925 0.78496 -2.15533
N -1.32559 -0.71037 -1.62428
N -0.58211 1.18505 1.20410
C 0.53368 0.63519 0.78135
C 0.79661 -0.49770 0.07295
H -0.60567 2.04325 1.81222
H 1.44275 1.30314 1.03282
H 2.98419 -1.46914 0.61765
H -2.12122 -1.35808 -2.11847
H -1.56105 0.78515 1.15462

natural (NBO) population analysis, charges in e, atoms 1 to 8: atom 1 (S): 0.137, atom 2 (S): 0.665, atom 3 (S): 0.494, atom 4 (N): -0.807, atom 5 (N): -0.753, atom 6 (C): 0.107, atom 7 (C): -0.549, atom 8 (H): 0.438

=====

Entry 6:
Here is an isolated molecule of C2H5N3 at a distorted geometry from the OMol25 dataset. Energies are from ωB97M-V with the def2-TZVPD basis set.

Strongest force on any atom   0.1221 hartree/bohr
Lowest unoccupied orbital energy   0.552 eV
Orbital gap   9.6 eV
SMILES   [H]/N=C\NN=C
2S+1   1
Molar mass   71.08 g/mol

Cartesian coordinates (Å):
N -2.15554 -0.81633 0.06785
N -0.16793 0.54600 -0.18341
N 0.58068 -0.56620 -0.35893
C 1.82414 -0.34291 0.10604
C -1.54086 0.27120 -0.13890
H 2.23348 0.68141 0.64882
H 0.11029 1.51291 0.14492
H -1.34348 -1.48756 0.22382
H -2.10628 1.29255 -0.14627
H 2.56550 -1.09106 -0.36393

natural (NBO) population analysis, charges in e, atoms 1 to 8: atom 1 (N): -0.643, atom 2 (N): -0.483, atom 3 (N): -0.214, atom 4 (C): -0.181, atom 5 (C): 0.267, atom 6 (H): 0.173, atom 7 (H): 0.389, atom 8 (H): 0.341

=====

Entry 7:
Here is an isolated molecule of C2H5N3O at a distorted geometry from the OMol25 dataset. Energies are from ωB97M-V with the def2-TZVPD basis set.

Strongest force on any atom   0.1011 hartree/bohr
Lowest unoccupied orbital energy   0.599 eV
Orbital gap   10.7 eV
SMILES   N#CNNCO
2S+1   1
Molar mass   87.08 g/mol

Cartesian coordinates (Å):
O -0.69994 1.55132 -0.75750
N 0.47398 -0.94154 0.86086
N 0.50900 0.31496 2.95092
N 0.64142 -0.38022 -0.55025
C 0.40958 -0.21060 1.93691
C -0.45827 0.27124 -1.19801
H -1.26914 1.29247 0.10220
H 0.54053 -1.92187 0.94385
H 1.47116 0.05819 -0.71522
H -1.35274 -0.32900 -1.29869
H -0.26558 0.29506 -2.27506

natural (NBO) population analysis, charges in e, atoms 1 to 8: atom 1 (O): -0.688, atom 2 (N): -0.519, atom 3 (N): -0.365, atom 4 (N): -0.458, atom 5 (C): 0.379, atom 6 (C): 0.044, atom 7 (H): 0.468, atom 8 (H): 0.413

=====

Entry 8:
Here is an isolated molecule of C2H5N3O from the OMol25 dataset. Energies are from ωB97M-V with the def2-TZVPD basis set.

Strongest force on any atom   0.0124 hartree/bohr
Lowest unoccupied orbital energy (spin up / spin down)   0.197 / 0.195 eV
Orbital gap (spin up / spin down)   8.0 / 7.9 eV
2S+1   1
Molar mass   87.08 g/mol

Cartesian coordinates (Å):
O -1.14178 -1.17877 -0.68824
N 1.45977 0.36428 0.11641
N -0.74779 0.97640 -0.25172
N -1.29217 -0.10858 0.31435
C 0.58401 1.10733 -0.50109
C 1.15265 -0.72301 0.77710
H 0.51356 -1.49188 0.37005
H 0.89899 1.93952 -1.11752
H -1.31390 1.81836 -0.22275
H 1.76494 -0.95177 1.64531
H -1.87828 -1.75188 -0.44190

natural (NBO) population analysis, charges in e, atoms 1 to 8: atom 1 (O): -0.641, atom 2 (N): -0.453, atom 3 (N): -0.368, atom 4 (N): -0.168, atom 5 (C): 0.232, atom 6 (C): -0.053, atom 7 (H): 0.220, atom 8 (H): 0.193

=====

- Number 2 is which compound?
  C2H5N2O5S2

=====

- Which of these has the highest molar mass?
  C2H5N2O5S2

=====

Copy entry 4 word for word.
Here is the ion C2H5N2S3 with charge +1 at a distorted geometry from the OMol25 dataset. Energies are from ωB97M-V with the def2-TZVPD basis set.

Strongest force on any atom   0.0807 hartree/bohr
Net charge   +1
Lowest unoccupied orbital energy (spin up / spin down)   -6.003 / -6.003 eV
Orbital gap (spin up / spin down)   6.6 / 6.6 eV
SMILES   N/C=C(/S)S[NH+]=S
2S+1   1
Molar mass   153.28 g/mol

Cartesian coordinates (Å):
S 0.90902 2.68496 -0.47974
S 0.60465 -0.12298 -1.78094
S -1.80714 -1.04068 -0.31509
N 0.12249 -0.93145 1.07830
N -0.73910 -1.12495 -1.51299
C 0.58821 0.96430 -0.47386
C 0.25467 0.35236 0.76773
H -0.68885 -2.03371 -2.15990
H 0.79285 -1.63213 0.80163
H -0.31819 -1.16336 1.97328
H 0.45438 2.89741 0.65811
H -0.17299 1.15023 1.44347

natural (NBO) population analysis, charges in e, atoms 1 to 8: atom 1 (S): 0.197, atom 2 (S): 0.701, atom 3 (S): 0.462, atom 4 (N): -0.705, atom 5 (N): -0.885, atom 6 (C): -0.490, atom 7 (C): 0.034, atom 8 (H): 0.467